[1]
Computed, not measured: the molecule C5H6O2, with ωB97M-V/def2-TZVPD.

XYZ file:
```
13
Properties=species:S:1:pos:R:3
O 0.32 -1.18 0.57
O 2.44 -1.74 0.04
C 0.44 1.07 0.03
C -0.49 0.00 0.55
C -1.72 -0.23 -0.32
C 1.63 0.54 -0.22
C 1.58 -0.91 0.12
H -0.79 0.21 1.58
H -2.35 0.67 -0.33
H -1.42 -0.46 -1.35
H 2.52 1.01 -0.61
H -2.31 -1.06 0.06
H 0.12 2.09 -0.11
```

Output
E_LUMO, eV: 0.6
Multiplicity: 1
Largest force on an atom, eV/A: 0.479
Energy above the lowest of the compared OMol25 structures with the same formula, charge and spin, eV: 0.000
SMILES: C[C@@H]1C=CC(=O)O1

=====

[2]
Computed, not measured: C5H6O2 as an isolated structure at a distorted geometry, with ωB97M-V/def2-TZVPD.

XYZ file:
```
13
Properties=species:S:1:pos:R:3
O -1.11 -2.33 0.94
O 1.53 -0.74 -0.96
C 0.50 -0.48 1.44
C -0.83 0.23 -1.09
C 0.63 -0.05 -0.49
C 0.14 1.34 -0.72
C -0.36 -1.50 1.20
H 0.12 0.27 2.12
H -0.12 1.96 0.13
H 1.55 -0.70 1.62
H -0.94 -0.01 -2.14
H -1.76 0.16 -0.53
H 0.65 1.86 -1.51
```

Output
E_LUMO, eV: 0.3
Multiplicity: 1
Largest force on an atom, eV/A: 2.565
Energy above the lowest of the compared OMol25 structures with the same formula, charge and spin, eV: 3.937

=====

[3]
Computed, not measured: the molecule C5H6O2, with ωB97M-V/def2-TZVPD.

XYZ file:
```
13
Properties=species:S:1:pos:R:3
O -1.84 -0.14 0.43
O 1.67 -0.97 -0.29
C -0.34 -0.08 2.44
C -0.17 0.25 -1.34
C -1.02 -0.10 1.44
C 1.16 0.31 -0.61
C -1.40 0.04 -0.88
H 1.12 -1.32 0.42
H 1.08 0.94 0.28
H -0.13 0.32 -2.42
H 1.89 0.77 -1.27
H -2.26 -0.02 -1.52
H 0.25 -0.01 3.32
```

Output
E_LUMO, eV: 0.8
Multiplicity: 1
Largest force on an atom, eV/A: 0.528
Energy above the lowest of the compared OMol25 structures with the same formula, charge and spin, eV: 3.688
SMILES: C#CO/C=C\CO

=====

[4]
Computed, not measured: C5H6O2 as an isolated structure at a distorted geometry, with ωB97M-V/def2-TZVPD.

XYZ file:
```
13
Properties=species:S:1:pos:R:3
O 0.70 -1.05 1.00
O -0.27 1.47 0.71
C 0.35 -0.12 -0.91
C -0.47 -0.75 0.23
C -1.29 0.46 0.68
C 1.46 -0.70 -0.16
C 0.65 1.17 -0.25
H -0.93 -1.70 -0.05
H -2.01 0.64 -0.14
H 0.06 -0.22 -1.95
H 2.10 -1.51 -0.56
H 1.52 1.81 -0.19
H -1.83 0.54 1.63
```

Output
E_LUMO (spin up / spin down), eV: 0.9 / 0.9
Multiplicity: 1
Largest force on an atom, eV/A: 1.143
Energy above the lowest of the compared OMol25 structures with the same formula, charge and spin, eV: 5.115

=====

[5]
Computed, not measured: the molecule C5H6O2 at a distorted geometry, with ωB97M-V/def2-TZVPD.

XYZ file:
```
13
Properties=species:S:1:pos:R:3
O 3.18 -0.56 -0.65
O 1.19 -1.04 0.47
C 0.01 1.09 -0.02
C -0.58 2.12 -0.18
C -1.31 -1.02 0.03
C -0.18 -0.19 0.62
C 2.06 -0.32 -0.26
H -1.06 3.05 -0.34
H -1.25 -1.03 -1.06
H 1.53 0.67 -0.50
H -0.31 -0.01 1.70
H -2.33 -0.69 0.31
H -1.17 -2.02 0.43
```

Output
E_LUMO, eV: 0.6
Multiplicity: 1
Largest force on an atom, eV/A: 2.526
Energy above the lowest of the compared OMol25 structures with the same formula, charge and spin, eV: 3.397
SMILES: C#C[C@@H](C)OC=O

=====

[6]
Computed, not measured: C5H6O2 as an isolated structure, with ωB97M-V/def2-TZVPD.

XYZ file:
```
13
Properties=species:S:1:pos:R:3
O 2.81 -0.81 0.72
O 0.55 -0.75 1.19
C -0.26 -0.10 0.17
C -1.61 -0.68 -0.09
C 1.69 -0.54 0.43
C 0.23 1.31 0.07
C 0.94 0.17 -0.67
H -2.10 -0.15 -0.92
H 1.10 0.12 -1.74
H -2.25 -0.58 0.80
H -1.54 -1.74 -0.34
H -0.29 2.02 -0.56
H 0.73 1.74 0.93
```

Output
E_LUMO, eV: 0.8
Multiplicity: 1
Largest force on an atom, eV/A: 0.661
Energy above the lowest of the compared OMol25 structures with the same formula, charge and spin, eV: 1.347

=====

[7]
Computed, not measured: a 2-piece molecular cluster, C5H6O2 overall at a distorted geometry, with ωB97M-V/def2-TZVPD.

XYZ file:
```
13
Properties=species:S:1:pos:R:3
O -3.87 -0.51 0.02
O -0.20 1.58 0.09
C 3.12 -0.26 -0.10
C -1.54 -0.39 -0.36
C 2.11 -0.95 0.31
C -2.84 0.11 0.04
C -0.43 0.35 -0.27
H 4.16 -0.59 0.02
H -1.01 2.08 0.33
H -2.82 1.16 0.42
H -1.50 -1.41 -0.70
H 3.02 0.70 -0.57
H 1.79 -1.86 0.76
```

Output
E_LUMO (spin up / spin down), eV: -0.7 / -0.1
Multiplicity: 1
Largest force on an atom, eV/A: 1.476
Energy above the lowest of the compared OMol25 structures with the same formula, charge and spin, eV: 6.316

=====

[8]
Computed, not measured: C5H6O2 as an isolated structure at a distorted geometry, with ωB97M-V/def2-TZVPD.

XYZ file:
```
13
Properties=species:S:1:pos:R:3
O 0.96 1.11 1.56
O 2.09 -0.87 -0.57
C -0.52 0.37 -0.08
C 1.80 0.28 -0.68
C -1.38 -0.59 -0.67
C -2.14 -1.41 -1.14
C -0.04 0.25 1.31
H -0.60 1.38 -0.47
H 1.49 0.94 0.41
H 0.11 -0.81 1.61
H -2.84 -2.13 -1.52
H -0.98 0.59 1.81
H 2.07 0.90 -1.57
```

Output
E_LUMO (spin up / spin down), eV: -1.4 / -1.7
Multiplicity: 1
Largest force on an atom, eV/A: 1.589
Energy above the lowest of the compared OMol25 structures with the same formula, charge and spin, eV: 6.612

=====

[9]
Computed, not measured: C5H6O2 as an isolated structure at a distorted geometry, with ωB97M-V/def2-TZVPD.

XYZ file:
```
13
Properties=species:S:1:pos:R:3
O 1.87 -0.11 0.80
O -0.42 0.03 1.50
C -1.20 0.05 -0.43
C 1.14 0.72 -0.23
C -0.42 -0.94 0.39
C -0.32 1.03 0.27
C 1.08 -0.68 -0.30
H 1.35 -1.45 -1.10
H -0.72 2.04 0.65
H -0.68 -2.07 0.68
H -2.23 0.13 -0.02
H -1.33 -0.36 -1.48
H 1.88 1.61 -0.71
```

Output
E_LUMO, eV: 1.0
Multiplicity: 1
Largest force on an atom, eV/A: 4.576
Energy above the lowest of the compared OMol25 structures with the same formula, charge and spin, eV: 5.296

=====

[10]
Computed, not measured: C5H6O2 as an isolated structure at a distorted geometry, with ωB97M-V/def2-TZVPD.

XYZ file:
```
13
Properties=species:S:1:pos:R:3
O 1.26 1.42 -0.76
O 0.54 -0.48 1.12
C 0.71 0.13 -0.18
C -0.69 -0.15 -0.55
C -0.79 -0.91 0.73
C -1.57 0.33 0.61
C 2.04 0.25 -0.70
H -1.27 1.15 1.26
H -1.11 -1.93 0.93
H -1.08 -0.26 -1.55
H -2.64 0.24 0.42
H 2.79 0.36 0.09
H 2.37 -0.30 -1.57
```

Output
E_LUMO, eV: 1.1
Multiplicity: 1
Largest force on an atom, eV/A: 1.618
Energy above the lowest of the compared OMol25 structures with the same formula, charge and spin, eV: 4.176

=====

[11]
Computed, not measured: C5H6O2 as an isolated structure, with ωB97M-V/def2-TZVPD.

XYZ file:
```
13
Properties=species:S:1:pos:R:3
O -2.29 1.53 1.90
O -0.95 1.54 0.03
C 1.23 -1.32 1.13
C -1.44 1.25 1.11
C 0.09 -0.35 -1.62
C 0.56 0.22 -0.33
C 0.37 -0.42 0.94
H -0.64 0.14 1.55
H 1.82 -2.11 1.54
H 0.90 -0.87 -2.13
H -0.74 -1.05 -1.46
H -0.25 0.47 -2.26
H 1.34 0.98 -0.38
```

Output
E_LUMO (spin up / spin down), eV: 0.0 / 0.0
Multiplicity: 1
Largest force on an atom, eV/A: 0.594
Energy above the lowest of the compared OMol25 structures with the same formula, charge and spin, eV: 5.373

=====

[12]
Computed, not measured: the molecule C5H6O2S at a distorted geometry, with ωB97M-V/def2-TZVPD.

XYZ file:
```
14
Properties=species:S:1:pos:R:3
S 1.55 -0.51 -0.40
O -0.55 1.53 0.57
O -1.83 -1.49 -0.19
C 0.90 -0.25 1.32
C -0.32 1.46 -0.84
C -1.01 -0.62 -0.09
C -0.06 -0.02 -1.12
C -0.54 0.21 1.11
H 1.46 0.55 1.81
H -0.14 -0.40 -2.13
H 0.57 2.13 -1.10
H -1.20 1.83 -1.37
H -1.17 0.18 2.00
H 0.94 -1.19 1.90
```

Output
E_LUMO, eV: 0.6
Multiplicity: 1
Largest force on an atom, eV/A: 1.976
Energy above the lowest of the compared OMol25 structures with the same formula, charge and spin, eV: 0.701
SMILES: O=C1[C@H]2CS[C@@H]1CO2

=====

[13]
Computed, not measured: the molecule C5H6O2S at a distorted geometry, with ωB97M-V/def2-TZVPD.

XYZ file:
```
14
Properties=species:S:1:pos:R:3
S 0.06 -1.21 -2.16
O -1.58 -0.65 -0.17
O 0.79 -0.66 1.83
C -0.42 -0.85 -0.52
C 0.81 0.74 1.18
C 0.79 -0.55 0.33
C -0.48 1.53 1.11
C -0.29 2.82 1.05
H 0.65 3.54 1.30
H 1.73 -0.81 0.05
H 1.75 1.24 1.16
H -1.17 3.37 0.85
H 1.36 -0.53 -1.91
H -1.30 0.96 0.89
```

Output
E_LUMO, eV: 0.2
Multiplicity: 1
Largest force on an atom, eV/A: 5.561
Energy above the lowest of the compared OMol25 structures with the same formula, charge and spin, eV: 3.590
SMILES: C=C[C@H]1O[C@H]1C(=O)S

=====

[14]
Computed, not measured: the molecule C5H6O2S at a distorted geometry, with ωB97M-V/def2-TZVPD.

XYZ file:
```
14
Properties=species:S:1:pos:R:3
S -3.01 -0.46 0.07
O 1.72 -1.30 -0.63
O -0.96 -1.93 -0.16
C 0.64 0.31 0.82
C -1.45 -0.74 -0.02
C -0.84 1.37 -0.82
C 1.82 -0.27 0.03
C -0.52 0.29 -0.04
H -0.13 2.24 -0.82
H 0.53 -0.26 1.77
H 2.85 0.13 0.34
H -1.71 1.27 -1.47
H 0.96 1.36 1.28
H 0.09 -2.01 -0.34
```

Output
E_LUMO, eV: -0.1
Multiplicity: 1
Largest force on an atom, eV/A: 5.616
Energy above the lowest of the compared OMol25 structures with the same formula, charge and spin, eV: 1.997
SMILES: C=C(CC=O)C(O)=S

=====

[15]
Computed, not measured: the molecule C5H6O2S, with ωB97M-V/def2-TZVPD.

XYZ file:
```
14
Properties=species:S:1:pos:R:3
S -1.42 -1.56 -0.24
O 2.52 -0.25 -0.63
O -0.62 2.26 -0.37
C 0.30 0.23 0.64
C 0.24 -0.88 -0.42
C 1.53 -0.60 0.29
C -1.98 0.23 -0.14
C -0.71 1.14 0.02
H 0.36 -0.40 -1.37
H -2.70 0.40 0.69
H -0.07 -0.19 1.56
H -2.48 0.55 -1.04
H 1.89 -1.23 1.11
H 3.12 0.31 -0.12
```

Output
E_LUMO, eV: 0.7
Multiplicity: 1
Largest force on an atom, eV/A: 0.935
Energy above the lowest of the compared OMol25 structures with the same formula, charge and spin, eV: 2.960
SMILES: O=C1CS[C@@H]2[C@@H](O)[C@@H]12

=====

[16]
Computed, not measured: the molecule C5H6O3 at a distorted geometry, with ωB97M-V/def2-TZVPD.

XYZ file:
```
14
Properties=species:S:1:pos:R:3
O 2.56 -0.55 -0.28
O 1.30 1.59 1.25
O 1.04 -1.85 0.85
C -0.47 0.25 -0.14
C -1.54 -0.59 0.47
C 1.37 -0.78 0.36
C 0.92 0.53 0.88
C -0.64 1.13 -1.13
H -1.56 -0.49 1.56
H 2.39 -0.52 -1.24
H -1.63 1.51 -1.36
H -1.38 -1.64 0.22
H 0.19 1.71 -1.52
H -2.53 -0.29 0.10
```

Output
E_LUMO, eV: -0.8
Multiplicity: 1
Largest force on an atom, eV/A: 6.515
Energy above the lowest of the compared OMol25 structures with the same formula, charge and spin, eV: 3.397
SMILES: C=C(C)C(=O)C(=O)O

=====

[17]
Computed, not measured: C5H6O3 as an isolated structure at a distorted geometry, with ωB97M-V/def2-TZVPD.

XYZ file:
```
14
Properties=species:S:1:pos:R:3
O 0.85 1.32 0.22
O 0.43 -1.46 -0.15
O -1.33 1.68 -0.30
C -0.46 0.88 0.09
C 1.72 -0.92 -0.11
C -2.05 -1.01 -0.06
C -0.65 -0.59 0.37
C 1.91 0.42 -0.02
H -1.81 -1.57 -1.25
H -0.67 -0.73 1.41
H 2.97 0.89 -0.24
H -2.36 -1.83 0.87
H -3.09 -0.09 -0.19
H 2.43 -1.75 -0.39
```

Output
E_LUMO, eV: 0.7
Multiplicity: 1
Largest force on an atom, eV/A: 5.026
Energy above the lowest of the compared OMol25 structures with the same formula, charge and spin, eV: 3.914

=====

no.,electronic energy (Ha)
1,-344.6019
2,-344.4572
3,-344.4664
4,-344.4140
5,-344.4771
6,-344.5524
7,-344.3698
8,-344.3589
9,-344.4073
10,-344.4484
11,-344.4044
12,-742.7591
13,-742.6530
14,-742.7115
15,-742.6761
16,-419.7146
17,-419.6956